Below is a 2-piece molecular cluster, C3H9IN3 overall, with properties calculated with the ωB97M-V functional and the def2-TZVPD basis.

```
16
Properties=species:S:1:pos:R:3:lowdin_spin:R:1
C 0.892 2.969 0.402 0.005
C -0.278 2.904 -0.267 0.004
C -0.302 -2.469 -0.237 0.029
N 0.021 -1.310 0.235 0.041
N 0.471 -3.582 -0.128 0.028
N -0.588 0.017 0.235 0.646
I -2.632 0.228 0.153 1.219
H 1.713 3.331 -0.185 0.000
H 0.957 2.872 1.416 0.000
H -1.162 2.581 0.213 0.002
H -0.347 3.391 -1.290 0.000
H -1.244 -2.611 -0.777 0.004
H 0.946 -1.232 0.738 0.009
H 0.145 -4.405 -0.649 0.001
H 1.463 -3.492 0.170 0.001
H -0.054 0.807 -0.031 0.012
```

The multiplicity is 3. The value obtained for the LUMO energy (alpha / beta) is -3.58 / -6.40 eV. The value obtained for the max |F| is 4.4 eV Å⁻¹. The value obtained for the total energy is -15815.6602 eV. The HOMO-LUMO gap (alpha / beta) is 6.9 / 7.0 eV. Its HOMO energy (alpha / beta) is -10.495 / -13.431 eV. As for the charge: +1. For the energy relative to the best compared isomer or geometry (same formula, charge and spin), the calculation gives 1.3805 eV.


Below is a 2-piece molecular cluster, C3H6NO2S overall, with properties calculated with the ωB97M-V functional and the def2-TZVPD basis.

```
13
Properties=species:S:1:pos:R:3:mulliken_charge:R:1
C 1.515 -0.763 -1.229 0.238
C -0.963 1.027 2.661 -1.098
C 0.918 1.413 -0.138 0.079
N 1.201 0.310 -0.581 0.025
O -1.661 -0.682 -1.493 -0.425
O 0.811 -1.411 -2.115 -0.302
S -0.815 -0.863 -2.674 0.532
H 2.480 -1.281 -0.765 0.307
H -1.268 0.049 2.249 0.415
H -1.423 1.981 2.811 0.385
H -0.239 0.989 3.392 0.421
H 0.402 1.343 0.923 0.191
H -0.958 -2.111 -3.040 0.231
```

The value obtained for the LUMO energy (alpha / beta) is -7.03 / -4.78 eV. The value obtained for the max |F| is 2.9 eV Å⁻¹. The value obtained for the total energy is -19613.8901 eV. The HOMO-LUMO gap (alpha / beta) is 6.1 / 9.7 eV. Its HOMO energy (alpha / beta) is -13.086 / -14.445 eV. As for the charge: +1. For the energy relative to the best compared isomer or geometry (same formula, charge and spin), the calculation gives 7.4582 eV.


Below is C4H12N5 as an isolated structure, with properties calculated with the ωB97M-V functional and the def2-TZVPD basis.

```
21
Properties=species:S:1:pos:R:3:mulliken_charge:R:1
C -1.081 1.240 0.464 -0.817
C -1.472 -0.033 0.762 -0.058
C -0.112 1.564 -0.610 0.310
C -0.975 -2.363 0.653 -0.858
N 0.147 0.338 -1.427 -0.505
N -1.018 -1.068 0.010 -0.048
N 1.177 2.065 -0.033 -0.670
N 1.808 -0.580 -0.153 -0.520
N 0.626 -0.811 -0.771 0.269
H -1.360 2.124 1.024 0.420
H -2.114 -0.424 1.570 0.393
H -0.676 2.282 -1.268 0.347
H -1.868 -2.766 0.180 0.338
H -0.034 -2.842 0.457 0.390
H -1.124 -2.310 1.763 0.310
H 0.813 0.585 -2.045 0.220
H 1.033 2.727 0.791 0.282
H 1.707 2.674 -0.647 0.220
H 1.928 -1.229 0.512 0.256
H 2.013 0.353 0.238 0.355
H 0.583 -1.523 -1.471 0.366
```

The value obtained for the LUMO energy (alpha / beta) is -4.73 / -4.73 eV. The value obtained for the max |F| is 5.2 eV Å⁻¹. The value obtained for the total energy is -11781.1826 eV. The HOMO-LUMO gap (alpha / beta) is 8.0 / 8.0 eV. Its HOMO energy (alpha / beta) is -12.732 / -12.733 eV. As for the charge: +1. For the energy relative to the best compared isomer or geometry (same formula, charge and spin), the calculation gives 4.8137 eV.